C8H16N2O5 in the gas phase, computed with wB97M-V/def2-TZVPD.

Properties
HOMO energy (spin up / spin down) ... -6.82 / -6.82 eV
ΔE to the lowest compared entry with this formula, charge and spin ... 160.8 kcal/mol
E ... -799.939150 hartree

Geometry as XYZ:
```
31
Properties=species:S:1:pos:R:3:forces:R:3
C 0.807087 -0.591153 -0.449145 0.6 -2.5 3.3
C -0.122974 -0.424374 0.786528 -0.4 2.3 -1.5
C -1.647966 -0.042717 0.724799 3.1 2.2 -2.9
C -0.531688 0.948672 1.334942 -2.1 -2.1 0.4
C 0.311120 -0.492238 -2.700694 -0.6 -0.9 -0.3
C -0.301055 2.259735 0.656784 1.4 -0.4 -1.8
C -0.606955 1.031727 2.886416 0.0 -1.4 -1.3
C 2.313423 -0.537680 -0.054027 -1.6 1.9 0.3
N -1.819805 0.462655 -2.967706 -3.0 1.0 -1.1
N -0.872890 -0.327393 -3.295404 4.1 -1.2 1.0
O 0.470543 0.185939 -1.518201 -0.1 -0.1 -2.1
O 0.194320 -1.422235 1.667638 -0.8 -1.0 0.7
O -2.292189 -0.863272 1.560742 -1.8 -1.7 1.3
O 1.130015 -1.592835 -3.019194 -1.0 1.4 0.4
O 3.107158 -1.287223 -0.909534 0.4 -0.6 -1.2
H 0.752043 -1.711370 -0.509515 -0.7 0.7 -1.3
H -0.024808 2.282158 -0.444599 -1.2 -0.5 1.0
H 0.635187 2.659300 1.002469 0.3 0.6 0.9
H -1.125073 2.899818 0.887225 -0.4 0.7 -0.1
H 0.140854 0.286918 3.202219 -0.2 0.5 0.5
H -1.619758 0.604145 3.253538 1.6 1.5 -0.2
H -0.246298 2.047160 3.098595 -0.8 -0.4 0.8
H 2.372607 -0.976482 0.929410 0.1 0.4 0.6
H 2.628172 0.518854 -0.118673 0.2 -0.5 0.3
H -2.059746 0.216567 -0.342707 0.5 -0.7 2.2
H -1.674310 1.014468 -2.144021 0.9 -0.2 0.4
H -0.936138 -0.847638 -4.171272 -0.4 0.2 0.2
H -0.664667 -1.872695 1.855560 0.8 0.3 0.1
H -3.167359 -0.635927 1.918303 0.6 0.5 -0.6
H 1.922428 -1.592124 -2.438501 -0.2 0.4 -0.3
H 2.928723 -2.200760 -0.681975 0.3 -0.4 0.0
```
Forces are in eV/Å.